# 1
{"formula": "C5H13NO2S2", "method": "ωB97M-V/def2-TZVPD", "homo_energy_ha": -0.3214, "e_above_lowest_kcal_mol": 14.21, "multiplicity": 1, "energy_ev": -32648.597, "max_force_ev_per_a": 3.10, "orbital_gap_ha": 0.337, "lumo_ev": 0.412, "elements": ["C", "C", "C", "C", "C", "N", "O", "O", "S", "S", "H", "H", "H", "H", "H", "H", "H", "H", "H", "H", "H", "H", "H"], "positions_angstrom": [[0.794324, 2.251073, 0.557150], [1.946625, -2.481734, 0.323477], [-3.918774, 0.081805, -0.515970], [1.545621, -0.127176, 0.534484], [1.364242, 1.122560, -0.292845], [0.582916, 0.774833, -1.505089], [-1.914232, -0.711746, 1.107833], [2.134420, -1.174583, -0.237594], [-1.235065, 0.625422, -1.543560], [-2.340562, -0.851749, -0.283610], [1.561334, 2.970192, 0.768936], [0.404943, 1.863810, 1.572450], [-0.045100, 2.750778, -0.067383], [2.799971, -3.060223, 0.293968], [1.221044, -3.055117, -0.268866], [1.653754, -2.256560, 1.377402], [-4.115386, 0.213651, -1.554630], [-4.599369, -0.673001, -0.115018], [-3.888674, 1.094316, 0.057621], [2.145383, 0.027897, 1.388417], [0.601407, -0.500786, 0.871930], [2.400808, 1.333228, -0.676143], [0.900371, -0.216897, -1.792950]], "forces_ev_per_angstrom": [[-1.89, -0.16, -0.14], [-2.13, 2.15, 0.68], [1.04, 0.84, 1.73], [-0.23, -1.12, -0.75], [0.52, -0.97, -0.12], [-1.40, -2.64, -0.55], [-0.04, 0.06, 0.82], [0.48, -0.13, -0.78], [1.34, 0.78, 0.23], [0.58, 0.63, -1.05], [0.29, 0.48, 0.09], [0.28, 0.60, -1.74], [1.28, -0.69, 1.40], [2.29, -0.78, 0.03], [-0.41, 0.34, 0.44], [-0.09, -1.14, -0.65], [-0.09, 0.17, -0.84], [-0.33, 0.51, 0.17], [-0.09, -1.99, -0.93], [0.91, 0.55, 1.18], [-1.03, 0.12, 0.34], [-1.00, 0.25, 0.03], [-0.27, 2.14, 0.41]]}


# 2
{"formula": "C2H4N3S2", "method": "ωB97M-V/def2-TZVPD", "homo_energy_ha": [-0.4836, -0.4837], "e_above_lowest_kcal_mol": 40.14, "multiplicity": 1, "charge": 1, "energy_ev": -28267.289, "max_force_ev_per_a": 3.26, "orbital_gap_ha": [0.259, 0.259], "lumo_ev": [-6.103, -6.102], "elements": ["C", "C", "N", "N", "N", "S", "S", "H", "H", "H", "H"], "positions_angstrom": [[-0.495758, -1.262014, -0.875212], [1.016761, -0.060554, 0.455087], [-1.317298, -0.299345, -0.930568], [-1.278336, 0.807721, -0.401880], [0.727957, -1.157064, -0.187133], [2.247901, -0.082466, 1.621565], [-1.413670, 2.256541, -1.018329], [-0.591746, -2.224402, -1.174730], [1.298022, -1.946140, 0.090693], [1.914326, 1.157270, 2.227764], [-2.108159, 2.810453, 0.192742]], "forces_ev_per_angstrom": [[0.98, 1.61, 1.52], [-0.60, 1.57, 0.62], [0.94, -2.05, -1.86], [0.09, 0.31, 2.47], [0.67, 1.16, 0.76], [-0.75, 1.34, 0.50], [-1.32, 1.71, 1.41], [-1.50, -2.50, -1.47], [-0.50, -0.97, -0.93], [0.53, -1.36, -0.93], [1.45, -0.82, -2.09]]}